{"formula": "C20H34F6O22PS4", "method": "ωB97M-V/def2-TZVPD", "elements": ["P", "F", "F", "F", "F", "F", "F", "O", "C", "O", "C", "C", "C", "H", "H", "H", "H", "H", "H", "O", "C", "O", "C", "C", "C", "H", "H", "H", "H", "H", "H", "O", "C", "O", "C", "C", "C", "H", "H", "H", "H", "H", "H", "C", "C", "O", "S", "O", "O", "O", "H", "H", "H", "H", "C", "C", "O", "S", "O", "O", "O", "H", "H", "H", "H", "C", "C", "O", "S", "O", "O", "O", "H", "H", "H", "H", "C", "C", "O", "S", "O", "O", "O", "H", "H", "H", "H"], "coordinates": [[0.557369, 0.342543, -0.572506], [-0.071603, -1.129686, -0.977218], [-0.317784, 1.172890, -1.656738], [-0.611882, 0.451385, 0.528238], [1.174322, 1.704090, -0.003586], [1.551124, -0.444176, 0.437728], [1.703574, 0.173922, -1.742811], [-2.023322, 4.084038, 3.624896], [-2.214870, 2.964191, 3.208617], [-3.385341, 2.652629, 2.653038], [-3.485483, 1.221729, 2.448533], [-2.357818, 0.654776, 3.292669], [-1.282416, 1.757076, 3.303012], [-3.198587, 1.102272, 1.406137], [-4.443801, 0.836537, 2.781952], [-2.015902, -0.199228, 2.703460], [-2.677195, 0.314805, 4.274830], [-0.617507, 1.883784, 2.446345], [-0.629097, 1.658652, 4.166066], [-0.812958, -2.391828, 3.541239], [-1.111513, -3.147681, 2.646805], [-0.550932, -4.340651, 2.508248], [-1.116401, -5.093933, 1.439638], [-2.044793, -4.188339, 0.652340], [-2.087632, -2.939505, 1.522834], [-1.801484, -5.842160, 1.850326], [-0.276780, -5.600301, 0.969606], [-3.037058, -4.628400, 0.579638], [-1.647647, -4.035276, -0.350972], [-3.118835, -2.704732, 1.769378], [-1.606816, -2.178895, 0.899021], [1.825661, -3.303392, -6.074109], [0.902931, -3.134372, -5.319420], [1.134154, -3.466475, -4.017850], [-0.035974, -3.297491, -3.200953], [-1.064932, -2.586439, -4.118180], [-0.443172, -2.580669, -5.561308], [0.219002, -2.613547, -2.397150], [-0.368498, -4.291599, -2.904099], [-1.088644, -1.523979, -3.870788], [-2.084475, -2.959219, -4.171385], [-0.333605, -1.597309, -6.013227], [-1.148430, -3.174603, -6.138417], [-3.176614, 0.086981, -1.197580], [-3.161187, 0.244069, -2.762672], [-4.259502, 1.095953, -2.962313], [-5.512533, 0.606301, -1.966972], [-6.384809, -0.418812, -2.509813], [-6.167017, 1.796545, -1.459182], [-4.527668, -0.059746, -0.839901], [-2.779064, 0.928057, -0.623288], [-2.624716, -0.744749, -0.756251], [-3.401345, -0.766720, -3.100578], [-2.252562, 0.737088, -3.089166], [1.644268, 1.650954, -4.515324], [2.961886, 1.038294, -4.135818], [3.941544, 1.394929, -5.134588], [3.514965, 2.713917, -5.942778], [3.461997, 2.463180, -7.351490], [4.429815, 3.733570, -5.549569], [2.048739, 2.843296, -5.271059], [1.171077, 2.169406, -3.686922], [1.042012, 1.033601, -5.176486], [2.956684, -0.053656, -4.142377], [3.348697, 1.196640, -3.130467], [2.820352, 0.168182, 4.005494], [1.947395, -1.007444, 3.551911], [2.899663, -2.007066, 3.071073], [4.365986, -1.745190, 3.633265], [5.324504, -2.103558, 2.622473], [4.436125, -2.223681, 4.973588], [4.166428, -0.123415, 3.675551], [2.699933, 0.365460, 5.070575], [2.529514, 1.058779, 3.452303], [1.294278, -0.726456, 2.730971], [1.388735, -1.528723, 4.323888], [2.779374, 4.451640, 2.370511], [1.348150, 4.208593, 2.843181], [1.629370, 3.441587, 3.980129], [2.893865, 3.924487, 4.883843], [3.714199, 2.870696, 5.422458], [2.497410, 5.068605, 5.646754], [3.659161, 4.360756, 3.448525], [2.765923, 5.549150, 2.288693], [3.058186, 3.956567, 1.443043], [0.708422, 3.636458, 2.176730], [0.843412, 5.134040, 3.125754]], "atomic_forces_ev_per_a": [[1.6, -1.0, 0.1], [-0.3, 0.8, -0.5], [-0.4, -0.5, 0.2], [-0.4, 0.0, 0.2], [0.2, 0.7, -0.4], [-0.4, -0.1, 0.2], [-0.6, 0.2, 0.4], [0.3, -0.4, -0.5], [0.7, 1.4, 1.7], [-0.8, -0.3, 0.0], [1.3, 0.8, 0.4], [0.9, -1.1, -1.7], [-1.2, 0.1, 0.2], [-0.8, -0.5, -0.1], [-0.2, 0.3, -0.5], [0.2, -0.3, 0.6], [0.2, 0.2, 0.1], [-0.2, -0.8, -0.3], [-0.3, 0.7, 0.2], [-0.3, -0.4, -0.6], [-0.4, 0.6, 0.9], [0.5, -0.5, 0.3], [-0.6, -1.1, 0.6], [0.4, -0.2, -0.3], [0.3, 0.5, -1.6], [0.6, -0.3, 0.4], [-0.2, 0.2, -0.5], [0.1, -0.1, -0.2], [-0.2, 0.4, 0.0], [0.3, 0.5, 0.4], [-0.5, 0.6, 0.4], [-0.7, 0.4, -0.5], [2.5, -1.3, 0.0], [-0.9, 0.3, -0.1], [-0.4, 0.5, -1.0], [0.6, 1.4, -0.9], [-1.4, -0.3, 1.5], [0.0, -0.6, 0.3], [0.0, 0.1, 0.3], [-0.3, -0.1, 0.6], [0.1, -0.2, 0.4], [-0.2, 0.0, 0.0], [0.8, -0.2, -0.7], [1.7, 0.5, 0.2], [0.0, -0.9, 2.8], [-2.4, -0.1, 0.4], [-0.7, 0.9, 0.5], [1.9, 1.1, 0.3], [1.3, -1.5, -0.7], [-2.1, 0.2, -1.1], [0.0, 0.4, -0.7], [-0.1, -0.3, -0.7], [0.5, 0.2, -0.8], [-0.1, -0.3, -0.3], [0.9, 1.8, -0.2], [1.1, -2.1, 0.5], [-0.8, 0.4, -0.4], [0.9, -0.6, 0.0], [-0.7, -0.3, 0.7], [-0.8, 0.4, 0.4], [1.0, 0.3, -1.0], [-0.6, -1.0, 0.2], [-0.2, 0.0, 0.3], [-0.4, 0.0, -0.3], [-0.2, 1.0, -0.1], [-0.8, 0.5, 0.2], [0.6, -0.9, 0.0], [0.3, -0.1, -0.4], [-0.9, 1.1, -1.2], [-0.9, 0.4, 1.4], [0.4, -0.1, -0.1], [0.9, -1.1, -0.1], [0.2, 0.0, 0.0], [0.2, 0.1, 0.0], [0.1, -0.3, -0.1], [-0.1, 0.5, 0.2], [-1.0, 3.6, -0.9], [0.7, 0.1, 0.3], [-0.6, -2.2, 3.3], [0.7, 0.3, -3.6], [-1.7, 1.0, -0.2], [0.5, -0.8, -0.3], [0.7, -1.2, 2.6], [0.2, -0.2, -1.5], [0.4, -0.4, 0.4], [0.2, -0.1, 0.0], [0.0, -0.1, 0.0]], "e_above_lowest_kcal_mol": 69.1, "energy_ha": -4971.28957, "fmax_ev_per_a": 4.0, "homo_energy_ev": -8.29, "total_charge": -1, "homo_lumo_gap_ev": 10.02}